(1)
C5H7NO2 | wB97M-V/def2-TZVPD

Structure (XYZ):
```
15
Properties=species:S:1:pos:R:3
C -0.59689 0.28430 -1.43817
C -0.50345 0.10454 0.08316
C 0.41386 -0.95072 0.65959
C 1.82650 -0.57903 0.40020
C 3.01917 -0.17235 0.28717
N 4.40168 -0.04241 0.10111
O 4.79195 -0.31177 -1.04878
O 5.04292 0.18694 1.09396
H -0.93415 1.30443 -1.49249
H -1.19328 -0.37792 -2.13910
H 0.34309 0.54898 -1.91731
H -0.34805 1.04201 0.58451
H -1.49700 -0.21555 0.27976
H 0.38465 -1.12903 1.72800
H 0.23034 -1.87466 0.20968
```

frontier orbital gap: 9.701 eV
ΔE to the lowest compared entry with this formula, charge and spin: 143.4 kcal/mol
highest occupied orbital energy: -0.37868 Ha
total energy: -10877.3999 eV
structure (SMILES): CCCC#C[N+](=O)[O-]

=====

(2)
C5H13N3 | wB97M-V/def2-TZVPD

Structure (XYZ):
```
21
Properties=species:S:1:pos:R:3
H 0.56740 -0.61344 2.04722
N 1.06831 -1.15039 1.34602
C 0.58379 -1.11036 0.18005
C 1.22992 -1.89836 -0.92207
N -0.47838 -0.28586 -0.26824
C -1.44877 0.22759 0.69254
C -2.60050 0.92071 -0.01807
H 1.36986 -1.28920 -1.81390
H 0.60183 -2.75424 -1.17557
H 2.19807 -2.25280 -0.58114
H -0.90704 -0.59540 -1.13255
H -1.84073 -0.57327 1.33586
H -0.91873 0.93762 1.33595
H -3.27312 1.36088 0.71278
H -3.16989 0.20538 -0.60999
H -2.23359 1.70935 -0.67052
C 1.93822 1.34986 -0.46602
N 2.27066 1.71171 0.68713
H 0.81273 1.09683 -0.84131
H 2.75286 1.06313 -1.13088
H 1.47708 1.94025 1.29271
```

frontier orbital gap: 9.690 eV
ΔE to the lowest compared entry with this formula, charge and spin: 36.5 kcal/mol
highest occupied orbital energy: -0.32681 Ha
total energy: -9864.7841 eV
structure (SMILES): [H]/N=C(/C)NCC.C=N

=====

(3)
C25H22Cl51IN2 | wB97M-V/def2-TZVPD

Structure (XYZ):
```
101
Properties=species:S:1:pos:R:3
I 6.57168 -3.88225 -0.01588
C 4.60937 -2.89590 -0.38103
C 4.55335 -1.29946 -0.69166
N 3.32574 -0.48227 -0.98380
C 2.12443 -1.37975 -0.89340
C 0.64026 -0.66546 -1.16031
C -0.79795 -1.47355 -1.10538
C -0.74946 -3.07008 -0.73513
C 0.68626 -3.81555 -0.46287
C 2.12014 -2.96933 -0.55203
N 3.37858 -3.75485 -0.31417
H 5.59414 -0.71510 -0.68853
H 0.59183 0.49976 -1.41580
H -1.84360 -0.96685 -1.32120
H -1.74915 -3.69570 -0.69022
H 0.70637 -4.97669 -0.19457
C 0.45368 -6.14932 -3.48812
Cl -0.39941 -4.84269 -4.32758
Cl 0.90557 -5.64588 -1.85055
Cl -0.54536 -7.61173 -3.43608
H 1.36754 -6.37618 -4.04314
C 8.14943 -7.99739 -0.65718
Cl 9.24776 -8.21384 -2.03070
Cl 8.77416 -6.76373 0.45057
Cl 6.52667 -7.56323 -1.22073
H 8.08400 -8.94475 -0.11600
C -2.10155 1.40002 1.68374
Cl -1.33170 0.47464 0.38346
Cl -3.25825 0.38886 2.56631
Cl -0.88053 2.05659 2.78711
H -2.64594 2.23543 1.23610
C -0.08350 4.55168 -0.13669
Cl 0.20986 5.88217 -1.26959
Cl -1.73041 4.63782 0.51106
Cl 0.19371 2.98986 -0.92618
H 0.61910 4.64652 0.69518
C -1.40188 -5.18601 -8.35804
Cl -1.31527 -6.84800 -7.74976
Cl -2.47710 -4.20793 -7.34485
Cl 0.21470 -4.46401 -8.42758
H -1.81170 -5.21100 -9.37099
C 3.98379 5.40552 -3.14663
Cl 4.75365 4.48014 -4.44691
Cl 2.82709 4.39436 -2.26406
Cl 5.20482 6.06210 -2.04326
H 3.43940 6.24093 -3.59427
C -3.08724 3.69612 5.39072
Cl -4.61797 2.86991 5.72836
Cl -3.35148 5.08184 4.31869
Cl -2.31432 4.21438 6.89850
H -2.42024 2.99255 4.88600
C 0.03809 4.55904 -4.85126
Cl 0.93510 6.02082 -5.29657
Cl -1.59368 4.97426 -4.29970
Cl -0.03458 3.43334 -6.21762
H 0.56522 4.06874 -4.02883
C 0.22407 -1.88378 2.87253
Cl 0.99393 -2.80916 1.57225
Cl -0.93262 -2.89494 3.75510
Cl 1.44510 -1.22720 3.97590
H -0.32032 -1.04837 2.42489
C 7.78485 -1.65752 -3.65869
Cl 6.50914 -2.87479 -3.83347
Cl 7.44086 -0.58815 -2.28850
Cl 9.36414 -2.43572 -3.45947
H 7.81116 -1.05317 -4.56903
C -0.55645 -7.47921 1.50665
Cl -0.21478 -5.77991 1.87457
Cl -2.27607 -7.83367 1.74450
Cl -0.06441 -7.86799 -0.15051
H 0.02187 -8.10311 2.19290
C -6.66160 0.66770 -0.13615
Cl -6.57499 -0.99429 0.47214
Cl -7.73682 1.64578 0.87704
Cl -5.04502 1.38970 -0.20569
H -7.07142 0.64271 -1.14910
C -4.53955 4.17862 10.28587
Cl -5.39263 5.48526 9.44641
Cl -4.08765 4.68206 11.92344
Cl -5.53859 2.71622 10.33792
H -3.62568 3.95176 9.73086
C -1.56581 1.79461 -9.97179
Cl -3.09654 0.96840 -9.63416
Cl -1.83005 3.18033 -11.04383
Cl -0.79289 2.31287 -8.46401
H -0.89882 1.09104 -10.47652
C 1.43419 1.77368 6.39216
Cl -0.09654 0.94747 6.72980
Cl 1.16995 3.15940 5.32012
Cl 2.20711 2.29194 7.89994
H 2.10118 1.07011 5.88743
C -8.29478 1.11985 6.14444
Cl -7.52493 0.19447 4.84416
Cl -9.45148 0.10869 7.02701
Cl -7.07375 1.77642 7.24781
H -8.83917 1.95526 5.69680
C 0.50490 8.24492 1.86647
Cl 0.59150 6.58292 2.47475
Cl -0.57033 9.22299 2.87966
Cl 2.12147 8.96691 1.79693
H 0.09508 8.21992 0.85352
```

frontier orbital gap: 6.251 eV
highest occupied orbital energy: -0.28002 Ha
total energy: -675990.7242 eV

=====

(4)
C34H29F2N2 | wB97M-V/def2-TZVPD

Structure (XYZ):
```
67
Properties=species:S:1:pos:R:3
F -3.39256 4.77170 1.92101
C -3.26509 3.40131 2.01251
C -4.38505 2.66184 2.39348
C -4.23921 1.27047 2.52796
C -3.00450 0.67371 2.34021
C -1.88185 1.42430 1.89089
C -0.64270 0.75361 1.62045
C 0.55925 1.34318 1.23812
C 1.77950 0.68810 1.44064
C 3.00266 1.32125 1.81234
C 3.07318 2.72924 1.98645
C 4.25871 3.29070 2.43844
F 4.31346 4.65431 2.60591
C 5.39773 2.54002 2.73473
C 5.32992 1.14941 2.55334
C 4.16418 0.54596 2.10125
C -2.03698 2.82299 1.71303
H -5.34817 3.15117 2.53829
H -5.11165 0.65356 2.77262
H -2.89124 -0.40603 2.49144
H -0.59038 -0.25592 2.02881
H 0.56235 2.32487 0.75455
H 1.78461 -0.40349 1.43086
H 2.20966 3.35041 1.75184
H 6.30436 3.03047 3.09104
H 6.19833 0.53634 2.79966
H 4.11252 -0.53630 1.96458
H -1.19624 3.42524 1.37538
N -6.69871 -3.01649 1.04587
C -5.77770 -2.56528 0.48034
C -4.62643 -1.99495 -0.15722
C -3.52351 -2.79678 -0.48447
C -2.36658 -2.21110 -0.96729
C -2.22111 -0.79626 -0.94710
C -0.96624 -0.12762 -1.04235
C 0.21234 -0.76927 -1.48775
N 0.86182 -0.23375 -2.55181
C 0.16813 0.69689 -3.43098
C 1.12785 0.92453 -4.60747
C 2.51597 0.51472 -4.09994
C 2.27832 -0.39232 -2.87733
C 0.70994 -2.00893 -0.85740
C 0.36722 -2.29964 0.47734
C 0.96261 -3.35372 1.16502
C 1.82433 -4.21596 0.47674
C 2.06364 -4.02605 -0.89000
C 1.45039 -2.97647 -1.57181
C -3.41067 -0.02533 -0.83533
C -4.57689 -0.60920 -0.38836
H -3.57420 -3.87898 -0.33698
H -1.54177 -2.82535 -1.32801
H -1.01292 0.96350 -1.09334
H -0.80507 0.28610 -3.75314
H -0.03806 1.64700 -2.90544
H 0.82095 0.27816 -5.44058
H 1.07782 1.96557 -4.93834
H 3.08220 -0.01916 -4.87098
H 3.09291 1.39333 -3.79207
H 2.94047 -0.14005 -2.02753
H 2.51252 -1.42752 -3.15315
H -0.40213 -1.70137 0.95960
H 0.72869 -3.51064 2.22096
H 2.29071 -5.05009 1.00201
H 2.70151 -4.71794 -1.44324
H 1.50280 -2.93352 -2.66415
H -3.36520 1.04108 -1.06076
H -5.45081 0.00043 -0.15342
```

frontier orbital gap: 4.186 eV
highest occupied orbital energy: -0.35666 Ha
total energy: -44134.4811 eV
net charge: +1

=====

(5)
C4H9NO | wB97M-V/def2-TZVPD

Structure (XYZ):
```
15
Properties=species:S:1:pos:R:3
C 0.76509 -0.53800 1.92052
N 0.06367 -0.10488 0.85668
C 0.54057 0.24118 -0.41886
C 1.08853 -0.62636 -1.30684
C 1.40842 -0.24279 -2.74842
H 1.80335 -0.56959 2.00770
H 0.04975 -0.93504 2.60352
H 0.18809 1.32496 -0.58296
H 1.37860 -1.62509 -1.04511
H 2.47388 -0.46402 -3.01060
H 1.19368 0.71058 -3.08181
H 0.79878 -0.93865 -3.41078
O -3.16292 0.99419 1.67734
H -2.59506 0.44462 1.14445
H -3.24905 1.82868 1.28161
```

frontier orbital gap: 9.360 eV
ΔE to the lowest compared entry with this formula, charge and spin: 70.4 kcal/mol
highest occupied orbital energy: -0.31614 Ha
total energy: -7829.2657 eV
structure (SMILES): C=N/C=C/C.O

=====

(6)
CH2Cl2N2 | wB97M-V/def2-TZVPD

Structure (XYZ):
```
7
Properties=species:S:1:pos:R:3
C -0.38649 0.08442 0.50326
N -0.27377 -0.71329 1.39042
N 0.63374 0.54830 -1.55022
Cl -1.34297 -0.73827 2.88893
Cl 0.95243 -0.74829 -2.60436
H 1.42984 0.56320 -0.86414
H -1.01278 1.00393 0.23611
```

frontier orbital gap (spin up / spin down): 8.352 / 7.728 eV
ΔE to the lowest compared entry with this formula, charge and spin: 116.7 kcal/mol
highest occupied orbital energy (spin up / spin down): -0.37246 / -0.34053 Ha
total energy: -29088.5950 eV

=====

(7)
C4H12OS2 | wB97M-V/def2-TZVPD

Structure (XYZ):
```
19
Properties=species:S:1:pos:R:3
C -0.49092 -2.28087 0.32909
C -0.33334 -1.82501 1.76740
S 0.00176 0.02683 1.91704
S -1.48095 0.74703 0.64284
C -0.44249 1.42341 -0.68099
C -1.20599 1.75349 -1.97844
H -0.03928 -3.26692 0.20277
H -1.53432 -2.32259 0.03250
H 0.04175 -1.62208 -0.35325
H -1.12866 -2.04866 2.47206
H 0.56193 -2.24112 2.23819
H 0.55675 1.01758 -0.81199
H -0.18734 2.39099 -0.22250
H -0.90561 2.75227 -2.27959
H -0.88538 1.01908 -2.72145
H -2.28861 1.67890 -1.97532
O 4.42591 -0.48692 -3.49967
H 3.83731 0.02388 -2.89016
H 4.37698 -1.35048 -3.12432
```

frontier orbital gap: 8.919 eV
ΔE to the lowest compared entry with this formula, charge and spin: 16.7 kcal/mol
highest occupied orbital energy: -0.31341 Ha
total energy: -28060.1400 eV
structure (SMILES): CCSSCC.O

=====

(8)
C11H18F6O16S4 | wB97M-V/def2-TZVPD

Structure (XYZ):
```
55
Properties=species:S:1:pos:R:3
O 0.34922 4.57031 2.99199
S 0.78314 3.38279 2.36589
O 2.04577 3.77160 1.40939
C 3.30020 3.50822 2.06716
C 4.18640 2.52890 1.25082
O 4.35162 1.27413 1.87357
C 3.19778 0.48457 1.83923
C 3.19088 -0.40969 3.09586
F 1.97626 -0.50730 3.60600
F 3.64653 -1.60685 2.84253
F 3.92079 0.13563 4.04185
O -0.47723 3.08121 1.25940
C -0.35775 1.93701 0.55828
F -1.33335 1.94019 -0.33762
F 0.76744 1.82544 -0.09829
F -0.52201 0.84890 1.28663
H 3.17372 3.06289 3.05902
H 3.84602 4.44573 2.11593
H 3.73581 2.45515 0.25248
H 5.17638 2.96120 1.14309
H 3.15223 -0.13196 0.93678
H 2.26646 1.05269 1.87454
C -1.89617 -1.03182 -1.11497
C -2.39165 -2.11567 -0.18391
O -3.52603 -2.67939 -0.85348
S -3.29141 -2.60966 -2.44702
O -2.80127 -3.86522 -2.88885
O -4.41902 -1.98491 -3.03034
O -2.06656 -1.57101 -2.43222
H -2.50478 -0.13079 -1.03336
H -0.85357 -0.78022 -0.94082
H -2.67397 -1.72837 0.79134
H -1.64380 -2.90278 -0.05928
C -2.16667 -7.08965 1.18847
C -1.47870 -6.13483 0.23911
O -0.71268 -5.26509 1.08095
S -0.21702 -6.08562 2.37568
O 1.11061 -6.52490 2.15516
O -0.59170 -5.35871 3.53114
O -1.19653 -7.34963 2.20912
H -3.03941 -6.62708 1.65471
H -2.46536 -8.01505 0.70317
H -2.18485 -5.56305 -0.35924
H -0.78619 -6.66180 -0.42083
C -1.65830 4.12390 -4.06733
C -1.59248 5.28683 -3.09999
O -0.28038 5.20734 -2.53165
S 0.74246 4.62600 -3.62704
O 1.41574 5.70984 -4.24030
O 1.43324 3.52962 -3.05243
O -0.35489 4.06484 -4.65777
H -1.84118 3.18188 -3.54546
H -2.41423 4.26447 -4.83556
H -2.34815 5.22657 -2.32136
H -1.68145 6.24322 -3.62019
```

frontier orbital gap: 11.039 eV
highest occupied orbital energy: -0.39792 Ha
total energy: -104100.9981 eV

=====

(9)
C34H47AsBF6N3OTl | wB97M-V/def2-TZVPD

Structure (XYZ):
```
94
Properties=species:S:1:pos:R:3
Tl 0.04144 0.76805 -1.51987
O -0.77414 -1.25863 -3.14432
C 0.09706 -1.48419 -4.25918
C 1.20910 -2.43533 -3.84324
C 2.13356 -1.91026 -2.72704
C 2.92319 -0.70161 -3.14516
C 4.26622 -0.77172 -3.50006
C 4.92182 0.38707 -3.88387
C 4.21802 1.58151 -3.92590
C 2.88001 1.56499 -3.57248
N 2.25823 0.45602 -3.17572
H -1.55755 -0.78310 -3.45724
H 0.51221 -0.53643 -4.60651
H -0.46563 -1.93877 -5.07823
H 1.80236 -2.65464 -4.73433
H 0.75400 -3.36556 -3.49596
H 2.81519 -2.70699 -2.42779
H 1.52374 -1.65558 -1.85680
H 4.78515 -1.72073 -3.46819
H 5.96948 0.36396 -4.15439
H 4.69467 2.50611 -4.21947
H 2.27265 2.46408 -3.60400
C 0.28901 -4.56389 1.79753
C 0.20184 -3.22018 1.06449
C -0.24002 -3.43897 -0.38637
C 1.51999 -2.47453 1.14335
C 2.68373 -3.07514 0.67746
C 3.90666 -2.43476 0.78429
C 3.98206 -1.18057 1.36557
C 2.84039 -0.53335 1.82288
C 2.93780 0.85339 2.42612
C 3.55533 1.84956 1.43987
C 3.73006 0.81420 3.73724
C 1.60957 -1.19079 1.70303
N 0.41198 -0.51551 2.06984
B -0.53358 0.06860 1.19484
N -1.55063 0.62184 2.00599
C -1.24170 0.30631 3.32972
C -0.06424 -0.35443 3.37384
C -2.77353 1.24746 1.60066
C -2.91428 2.64560 1.58814
C -4.13636 3.16633 1.17519
C -5.18012 2.35127 0.77761
C -5.01025 0.98119 0.76396
C -3.80930 0.40911 1.16338
C -3.62105 -1.09035 1.02289
C -4.72027 -1.88622 1.72846
C -3.55618 -1.44379 -0.46917
C -1.83330 3.65996 1.94838
C -0.60660 3.59015 1.03224
C -1.40445 3.62208 3.41909
H -0.69605 -5.03199 1.83317
H 0.64533 -4.43043 2.81967
H 0.96791 -5.24643 1.28314
H -0.56695 -2.62485 1.55681
H 0.49807 -4.03501 -0.92865
H -0.38056 -2.49222 -0.91231
H -1.19030 -3.97585 -0.40596
H 2.63307 -4.06013 0.22847
H 4.80615 -2.91967 0.42575
H 4.94506 -0.69101 1.44996
H 1.93154 1.20336 2.65691
H 4.60288 1.61183 1.24537
H 3.50794 2.86066 1.84690
H 3.01657 1.83524 0.49004
H 4.75061 0.46783 3.56433
H 3.25952 0.13678 4.45153
H 3.77547 1.80886 4.18365
H -1.89770 0.57274 4.14186
H 0.47276 -0.73367 4.22786
H -4.25981 4.24119 1.13325
H -6.11775 2.78831 0.45993
H -5.81753 0.34704 0.41900
H -2.67006 -1.37625 1.47332
H -5.70029 -1.68634 1.29312
H -4.76195 -1.63171 2.78865
H -4.52625 -2.95682 1.63995
H -4.49658 -1.19473 -0.96305
H -3.36259 -2.50954 -0.60987
H -2.76113 -0.87888 -0.96142
H -2.28859 4.63764 1.77597
H 0.00843 2.71804 1.25943
H 0.01000 4.48111 1.16815
H -0.91890 3.55482 -0.01215
H -0.85441 2.71246 3.64907
H -2.27138 3.68498 4.07949
H -0.75240 4.47187 3.63181
F -2.34812 1.22074 -2.62886
As -2.22559 2.81571 -3.44165
F -0.62055 2.96916 -2.67506
F -1.41711 1.96333 -4.72895
F -1.99574 4.33702 -4.19894
F -3.75566 2.55725 -4.16947
F -2.93075 3.52478 -2.04100
```

frontier orbital gap (spin up / spin down): 7.845 / 7.491 eV
ΔE to the lowest compared entry with this formula, charge and spin: 14.3 kcal/mol
highest occupied orbital energy (spin up / spin down): -0.27667 / -0.30699 Ha
spin multiplicity: 2
total energy: -125057.9181 eV

=====

(10)
C4H14NO | wB97M-V/def2-TZVPD

Structure (XYZ):
```
20
Properties=species:S:1:pos:R:3
C -0.91579 0.63752 -1.13727
C -0.17980 1.36748 0.04849
C 0.34115 2.71291 -0.43275
O 0.86507 0.49042 0.58526
H -1.35988 -0.26786 -0.73454
H -0.23978 0.40825 -1.97510
H -1.73971 1.24667 -1.62858
H -0.91392 1.51394 0.85838
H -0.49904 3.36183 -0.76775
H 0.97546 2.54462 -1.33041
H 0.89444 3.27769 0.32319
H 1.69694 0.84292 0.25993
C -0.34920 -2.49643 0.19659
N 0.59623 -2.04599 1.26649
H -0.46037 -3.57790 0.37038
H -1.29755 -1.97693 0.27133
H 0.13077 -2.27613 -0.75813
H 1.44926 -2.59641 1.25450
H 0.18072 -2.13235 2.18839
H 0.82502 -1.03423 1.14160
```

frontier orbital gap: 11.380 eV
ΔE to the lowest compared entry with this formula, charge and spin: 16.5 kcal/mol
highest occupied orbital energy: -0.54030 Ha
total energy: -7906.2394 eV
net charge: +1